{
  "formula": "C9H10NO3S",
  "method": "ωB97M-V/def2-TZVPD",
  "symbols": ["C", "C", "C", "C", "C", "C", "C", "C", "C", "N", "O", "O", "O", "S", "H", "H", "H", "H", "H", "H", "H", "H", "H", "H"],
  "positions_angstrom": [[-3.7015, -0.0015, -0.0483], [-3.4937, 1.3564, -0.1681], [-2.7340, -0.9591, -0.0422], [-2.2028, 1.8218, -0.0833], [-1.4364, -0.4598, -0.1390], [-1.2074, 0.8615, -0.0393], [0.7597, -0.1163, 0.0094], [0.2417, -2.4481, -0.4958], [3.9952, 1.5196, 0.5673], [-0.1935, -1.0770, -0.1045], [1.9629, -0.3141, 0.0118], [4.7488, -0.9721, 0.6649], [0.2138, 1.0461, 0.0568], [4.2477, -0.0562, -0.2411], [-4.6505, -0.4718, -0.2135], [-4.2874, 2.0613, -0.0366], [-3.0435, -2.0023, 0.1646], [-1.9435, 2.8988, -0.1421], [-0.4615, -2.7913, -1.1878], [1.2184, -2.4876, -0.9650], [0.1943, -2.9885, 0.4475], [3.2059, 1.3471, 1.2356], [4.9423, 2.0382, 0.9302], [3.6249, 2.1949, -0.1814]],
  "forces_ev_per_angstrom": [[-1.40, -0.95, -1.22], [0.45, 0.30, 1.16], [0.91, -0.66, 0.33], [1.27, 1.28, -0.31], [-0.39, -2.15, 0.82], [0.90, 1.72, -0.34], [-1.16, -1.75, -0.68], [-0.54, 1.02, 1.88], [2.04, 0.74, -0.90], [2.18, -0.55, -0.74], [2.30, -0.41, 0.21], [1.27, -2.39, 2.46], [-1.89, 2.54, 0.08], [-2.00, 2.99, -2.23], [-0.95, 0.56, 0.62], [-0.50, 0.17, -0.55], [0.68, 0.66, -0.63], [-0.28, -0.87, 0.30], [-1.17, -0.82, -0.94], [0.10, 0.44, 0.29], [0.30, -0.68, -0.40], [-0.69, -0.08, 1.51], [-1.04, -1.26, 0.01], [-0.39, 0.17, -0.72]],
  "nbo_charge": [-0.19, -0.20, -0.22, -0.21, 0.09, 0.23, 0.90, -0.40, -0.90, -0.37, -0.75, -0.68, -0.42, 1.62, 0.23, 0.24, 0.25, 0.25, 0.22, 0.23, 0.22, 0.29, 0.30, 0.27],
  "orbital_gap_ev": 5.7,
  "fmax_ev_per_a": 4.2,
  "molar_mass_g_mol": 212.25,
  "de_lowest_kcal_mol": 0.0,
  "charge": 1
}

{
  "formula": "C2H2FNP2",
  "method": "ωB97M-V/def2-TZVPD",
  "symbols": ["C", "C", "N", "F", "P", "P", "H", "H"],
  "positions_angstrom": [[-1.0822, 1.9838, -0.8624], [-0.1711, 1.5665, -0.1608], [-0.2390, -1.4955, 1.3331], [2.1000, 0.6154, 0.2155], [0.1905, -2.0717, 0.0142], [0.7923, 0.9973, 1.1933], [-1.4939, 1.8512, -1.8356], [-0.0966, -3.4469, 0.1029]],
  "forces_ev_per_angstrom": [[1.48, -1.16, -0.45], [-0.88, 0.38, 0.94], [-0.53, 1.74, 2.68], [-1.10, 0.24, 1.27], [1.37, -0.10, -3.22], [0.89, -1.05, -1.61], [-0.83, 0.63, -0.05], [-0.40, -0.68, 0.43]],
  "nbo_charge": [-0.13, -0.50, -0.87, -0.58, 0.77, 1.15, 0.24, -0.08],
  "orbital_gap_ev": [6.8, 7.9],
  "fmax_ev_per_a": 3.5,
  "molar_mass_g_mol": 120.99,
  "de_lowest_kcal_mol": 64.2
}

{
  "formula": "C27H35BF4N4P2Pb",
  "method": "ωB97M-V/def2-TZVPD",
  "symbols": ["Pb", "C", "C", "C", "C", "C", "C", "C", "C", "C", "H", "H", "H", "H", "H", "H", "H", "H", "H", "H", "H", "H", "H", "H", "H", "P", "P", "N", "N", "N", "N", "C", "C", "C", "C", "C", "C", "C", "C", "C", "C", "C", "C", "C", "C", "C", "C", "C", "C", "H", "H", "H", "H", "H", "H", "H", "H", "H", "H", "H", "H", "H", "H", "H", "H", "H", "H", "H", "H", "F", "B", "F", "F", "F"],
  "positions_angstrom": [[0.0317, -3.1185, 2.7378], [-0.8451, 2.6793, 5.1939], [-1.5242, 2.1529, 4.1710], [-1.1058, 2.0304, 2.7384], [0.1208, 1.0926, 2.4933], [1.4979, 1.6647, 2.4706], [1.9387, 2.6714, 3.2461], [1.0487, 3.7514, 3.8287], [0.3988, 3.5056, 5.2041], [1.6553, -2.5354, 4.0119], [-1.2839, 2.5552, 6.1853], [-2.3632, 1.4868, 4.4347], [-0.9952, 3.0096, 2.2590], [-1.9404, 1.5474, 2.2176], [0.0949, 0.3600, 3.3103], [-0.0154, 0.4864, 1.5716], [2.2007, 1.1945, 1.7337], [3.0181, 2.7619, 3.4876], [0.2596, 3.9639, 3.1033], [1.6903, 4.6452, 3.9122], [1.1368, 3.0898, 5.9060], [0.1155, 4.4842, 5.6336], [1.3010, -2.0112, 4.8962], [2.1648, -1.8470, 3.3351], [2.2451, -3.4097, 4.3057], [1.2298, -1.3346, -1.7119], [-1.9624, -0.8459, -1.7620], [2.4915, -0.1402, -1.8006], [2.1505, -2.5326, -2.7561], [-1.9663, 0.9225, -1.9440], [-3.5710, -1.1696, -2.5483], [0.3578, -0.5736, -3.1634], [-1.0124, -1.2307, -3.3117], [3.4678, 0.0358, -0.8138], [4.4690, 0.8592, -1.3240], [4.1207, 1.1629, -2.6807], [2.9229, 0.5232, -2.9546], [2.5212, -3.7943, -2.2925], [2.8772, -4.5855, -3.3790], [2.7278, -3.7844, -4.5527], [2.3722, -2.5131, -4.1323], [-1.4224, 1.7910, -0.9818], [-1.4672, 3.0939, -1.4667], [-2.0420, 3.0363, -2.7789], [-2.2675, 1.6983, -3.0682], [-4.5028, -0.5634, -3.3959], [-5.6222, -1.3904, -3.5067], [-5.3412, -2.5796, -2.7609], [-4.0692, -2.4470, -2.2337], [0.8411, -0.6919, -4.1414], [0.2704, 0.5096, -2.9825], [-1.5158, -0.8957, -4.2358], [-0.9103, -2.3292, -3.3709], [3.3483, -0.4424, 0.1468], [5.3494, 1.1928, -0.8010], [4.6590, 1.7514, -3.4018], [2.3465, 0.5336, -3.8618], [2.5008, -4.0020, -1.2301], [3.2071, -5.6150, -3.3421], [2.8362, -4.0927, -5.5869], [2.2717, -1.6093, -4.7214], [-1.0543, 1.3982, -0.0483], [-1.1383, 3.9836, -0.9496], [-2.2797, 3.8731, -3.4189], [-2.6001, 1.2457, -3.9876], [-4.3235, 0.3884, -3.8718], [-6.5380, -1.1698, -4.0403], [-5.9922, -3.4304, -2.6115], [-3.4538, -3.1259, -1.6619], [-1.1091, -1.2991, 3.9524], [-1.0390, -1.4536, 5.5054], [-2.2146, -0.9599, 5.9916], [-0.8574, -2.8716, 5.6762], [0.0882, -0.7378, 5.9262]],
  "forces_ev_per_angstrom": [[-1.35, 0.16, 0.60], [2.35, 2.38, 3.50], [-1.18, -2.99, -3.28], [-1.28, 0.19, -0.31], [0.29, -0.55, -0.14], [0.95, 0.55, -0.16], [0.25, -0.42, 0.05], [0.37, -0.02, 0.24], [-0.24, -0.32, -1.01], [0.30, -0.22, 0.27], [-0.03, -0.03, -0.13], [0.22, 0.55, 0.01], [0.18, -0.23, 0.05], [0.08, 0.13, 0.16], [0.08, 0.07, -0.26], [-0.35, 0.55, 0.39], [-0.45, 0.03, 1.22], [-0.69, 0.18, -0.80], [0.40, 0.36, 0.27], [-0.43, -0.25, -0.01], [-0.27, -0.02, 0.12], [-0.15, -0.28, 0.26], [0.17, -0.05, -0.16], [0.67, 0.05, 0.21], [0.25, 0.34, -0.20], [2.32, 1.54, -2.29], [-2.63, 1.70, -2.79], [0.26, -0.08, 0.67], [-0.08, -1.11, 0.53], [0.76, 0.00, 0.17], [0.64, -1.33, 0.88], [-1.04, -0.44, -0.32], [0.18, 0.04, 0.25], [0.55, 0.84, -0.87], [-0.99, -0.77, 0.06], [-1.07, -0.95, 0.29], [0.97, 0.52, 0.62], [-0.79, 2.22, -0.27], [0.22, 0.12, -2.74], [0.69, -2.28, 1.19], [-0.61, 0.41, 1.36], [-0.39, 0.62, -0.76], [-0.24, -1.21, 0.05], [0.24, -1.20, 0.29], [0.11, 0.65, 0.56], [-0.72, -0.39, 0.24], [1.37, 0.19, 0.54], [0.80, 0.22, 0.08], [-0.91, 0.80, -0.22], [0.14, 0.13, 0.69], [-0.06, -0.36, 0.09], [0.02, -0.11, 0.59], [-0.13, 0.25, -0.04], [0.08, 0.09, 0.00], [-0.03, -0.02, 0.05], [0.13, 0.12, 0.09], [0.10, 0.16, 0.13], [-0.05, -0.11, -0.17], [-0.07, 0.12, 0.01], [0.25, 0.04, 0.27], [0.07, -0.32, 0.16], [-0.11, 0.02, 0.01], [-0.04, -0.12, -0.01], [0.16, -0.12, -0.02], [-0.06, 0.08, 0.15], [-0.16, -0.12, 0.34], [0.27, 0.02, 0.00], [0.12, 0.10, -0.15], [-0.23, -0.01, 0.18], [0.21, -0.38, 0.28], [0.14, -0.93, 0.11], [0.45, -0.10, -0.27], [-0.23, 1.42, -0.49], [-0.75, -0.14, -0.40]],
  "lowdin_charge": [1.34, 0.08, 0.08, -0.13, -0.16, -0.09, -0.07, -0.17, -0.11, -0.36, 0.15, 0.16, 0.13, 0.12, 0.09, 0.09, 0.10, 0.12, 0.10, 0.13, 0.16, 0.15, -0.01, -0.02, 0.01, 1.11, 1.07, -0.30, -0.18, -0.27, -0.26, -0.43, -0.40, -0.15, -0.05, -0.04, -0.14, 0.00, 0.03, 0.03, 0.00, -0.16, -0.07, -0.06, -0.14, -0.13, -0.07, -0.09, -0.19, 0.06, 0.09, 0.10, 0.08, 0.09, 0.10, 0.11, 0.09, 0.13, 0.13, 0.14, 0.13, 0.06, 0.10, 0.11, 0.09, 0.08, 0.10, 0.10, 0.08, -0.19, -1.14, 0.18, 0.06, 0.12],
  "orbital_gap_ev": [2.7, 2.9],
  "fmax_ev_per_a": 4.8,
  "molar_mass_g_mol": 771.56,
  "de_lowest_kcal_mol": 0.0,
  "charge": 2
}